The following is a DFT calculation (ωB97M-V with the def2-TZVPD basis set) of a molecular structure, C36H69BF5N2O9Pt.

Structure (XYZ):
```
123
C36H69BF5N2O9Pt | the Open Molecules 2025 dataset | ωB97M-V with the def2-TZVPD basis set
C 1.92 5.61 2.57
C 0.99 4.47 3.04
C 1.31 4.08 4.48
N 0.35 2.95 5.02
C 0.92 2.45 6.36
C -0.06 1.49 7.04
C -1.53 1.92 7.16
C -2.08 2.46 5.81
C -1.08 3.45 5.21
C 0.40 1.69 4.12
H 2.01 6.34 3.37
H 1.48 6.14 1.72
H 2.86 5.26 2.14
H 1.19 3.61 2.40
H -0.04 4.74 2.84
H 1.19 4.92 5.16
H 2.31 3.63 4.44
H 0.99 3.38 6.93
H 1.94 2.11 6.24
H 0.26 1.23 8.05
H -0.10 0.48 6.62
H -1.58 2.70 7.92
H -2.11 1.07 7.51
H -2.94 3.03 6.18
H -2.34 1.79 4.99
H -0.91 4.34 5.80
H -1.37 3.62 4.17
H 1.44 1.52 3.87
H -0.22 1.88 3.24
H 0.04 0.82 4.68
C -3.14 -5.72 -6.34
C -2.77 -4.90 -5.07
C -1.31 -4.42 -5.16
N -0.97 -3.45 -4.01
C -1.51 -3.91 -2.65
C -0.83 -3.15 -1.39
C 0.68 -2.95 -1.44
C 1.06 -2.41 -2.80
C 0.58 -3.37 -3.95
C -1.50 -2.08 -4.38
H -2.87 -6.77 -6.27
H -2.94 -5.35 -7.34
H -4.22 -5.79 -6.26
H -3.04 -5.48 -4.18
H -3.50 -4.11 -4.92
H -1.05 -3.89 -6.08
H -0.69 -5.31 -5.01
H -1.35 -4.98 -2.52
H -2.57 -3.65 -2.66
H -1.18 -3.65 -0.48
H -1.26 -2.15 -1.35
H 1.20 -3.90 -1.34
H 0.96 -2.19 -0.71
H 2.15 -2.41 -2.83
H 0.88 -1.35 -2.98
H 0.91 -4.35 -3.64
H 1.00 -3.07 -4.90
H -2.58 -2.23 -4.39
H -1.15 -1.76 -5.36
H -1.24 -1.34 -3.62
Pt -2.76 1.58 0.30
B -0.23 1.06 -0.61
F -0.54 1.77 0.57
F 0.63 -0.01 -0.32
F -1.45 0.55 -1.06
F 0.25 1.86 -1.59
C -5.11 -1.12 3.21
C -4.14 -0.31 3.96
O -2.81 -0.80 4.03
C -1.96 -0.58 2.98
O -2.34 0.00 1.97
O -0.86 -1.27 3.22
C 0.04 -1.51 2.15
H -5.27 -0.67 2.23
H -5.99 -1.31 3.83
H -4.80 -2.16 3.09
H -4.49 -0.35 4.99
H -4.12 0.74 3.69
H 0.72 -2.28 2.48
H 0.54 -0.55 2.03
H -0.36 -1.85 1.20
C 3.79 -5.64 -0.41
C 4.49 -4.51 0.39
O 4.01 -3.18 0.02
C 3.97 -2.23 0.94
O 4.24 -2.32 2.11
O 3.44 -1.08 0.37
C 3.23 0.19 0.96
H 3.59 -5.24 -1.40
H 2.89 -6.05 0.04
H 4.53 -6.41 -0.60
H 5.56 -4.63 0.24
H 4.29 -4.66 1.45
H 2.86 0.13 1.99
H 2.46 0.70 0.39
H 4.18 0.73 0.99
C -3.13 1.51 -5.12
C -2.32 1.83 -3.88
O -2.36 3.23 -3.59
C -2.56 3.70 -2.40
O -2.59 3.03 -1.36
O -2.71 5.02 -2.42
C -3.09 5.62 -1.23
H -4.22 1.50 -5.02
H -2.96 0.53 -5.57
H -2.96 2.18 -5.96
H -1.28 1.53 -3.96
H -2.66 1.27 -3.01
H -4.06 5.23 -0.93
H -3.19 6.65 -1.57
H -2.32 5.68 -0.45
F 3.42 4.01 -3.23
C 4.10 2.85 -3.14
C 5.48 2.81 -3.46
C 6.08 1.54 -3.66
C 5.39 0.38 -3.31
C 4.09 0.46 -2.83
C 3.46 1.73 -2.75
H 6.05 3.64 -3.83
H 7.10 1.54 -4.03
H 5.75 -0.64 -3.38
H 3.57 -0.41 -2.47
H 2.47 1.89 -2.35
```

## Properties
E = -77345.77651 eV
2S+1 = 3
gap between HOMO and LUMO (alpha / beta) = 4.0619 / 2.2854 eV
F_max = 4.2 eV/A
<S²> = 2.00
LUMO energy (alpha / beta) = -0.36576 / -0.43105 Eh
charge = +3



The following is a DFT calculation (ωB97M-V with the def2-TZVPD basis set) of a molecular structure, C30H24NO6S2TeW.

Structure (XYZ):
```
65
C30H24NO6S2TeW | the Open Molecules 2025 dataset | ωB97M-V with the def2-TZVPD basis set
W 0.84 -0.25 0.11
O 3.83 0.22 3.11
S 3.53 0.06 1.74
O 2.05 -0.45 1.71
O 3.62 1.16 0.85
C 4.44 -1.28 1.11
C 5.45 -1.83 1.99
C 6.26 -2.87 1.65
C 6.15 -3.44 0.33
C 5.17 -2.91 -0.54
C 4.31 -1.90 -0.12
S 2.78 -1.81 -1.10
O 1.62 -2.26 -0.27
O 2.94 -2.51 -2.33
O 2.56 -0.32 -1.19
H 5.55 -1.47 3.00
H 7.04 -3.21 2.32
H 6.85 -4.19 0.01
H 5.08 -3.30 -1.51
N 0.83 1.77 0.98
C 0.30 3.05 0.37
C 0.12 4.13 1.24
C -0.23 5.36 0.75
C -0.41 5.50 -0.61
C -0.22 4.42 -1.51
C 0.10 3.11 -0.98
C -0.04 1.94 -1.85
C -0.02 2.05 -3.27
C -0.31 0.87 -4.04
C -0.66 -0.37 -3.48
C -0.61 -0.43 -2.05
C -0.31 0.65 -1.28
H 0.38 1.58 1.90
H 1.88 1.85 1.20
H 0.46 3.81 2.29
H -0.46 6.09 1.50
H -0.75 6.44 -0.98
H -0.56 4.56 -2.52
H 0.18 2.97 -3.83
H -0.36 0.99 -5.16
H -1.09 -1.12 -4.06
H -0.85 -1.41 -1.57
Te -1.34 -0.80 1.81
C -2.81 0.62 1.25
C -3.08 1.65 2.11
C -4.05 2.62 1.67
C -4.80 2.45 0.56
C -4.53 1.36 -0.31
C -3.47 0.56 0.03
C -2.24 -2.63 1.02
C -3.41 -3.03 1.63
C -4.07 -4.14 1.09
C -3.44 -4.92 0.10
C -2.26 -4.47 -0.52
C -1.65 -3.30 -0.05
H -2.62 1.72 3.09
H -4.25 3.39 2.37
H -5.61 3.15 0.33
H -5.07 1.11 -1.22
H -3.28 -0.27 -0.60
H -3.84 -2.40 2.50
H -5.04 -4.43 1.39
H -4.07 -5.66 -0.32
H -1.70 -5.03 -1.24
H -0.81 -2.83 -0.61
```

## Properties
E = -76055.56637 eV
2S+1 = 3
gap between HOMO and LUMO (alpha / beta) = 7.3438 / 7.6570 eV
F_max = 3.4 eV/A
<S²> = 2.03
LUMO energy (alpha / beta) = -0.13085 / -0.13979 Eh
charge = +1



The following is a DFT calculation (ωB97M-V with the def2-TZVPD basis set) of a molecular structure, C19H27N12OPd.

Structure (XYZ):
```
60
C19H27N12OPd | the Open Molecules 2025 dataset | ωB97M-V with the def2-TZVPD basis set
Pd 0.07 1.80 -1.28
N 0.92 5.03 -0.65
C 1.87 4.06 -0.44
N 3.08 4.32 0.03
N 3.68 3.11 0.09
N 2.89 2.18 -0.31
N 1.71 2.75 -0.66
C -0.30 4.82 -1.25
N -1.16 5.77 -1.53
N -2.21 5.12 -2.08
N -2.00 3.85 -2.11
N -0.77 3.62 -1.58
H 1.18 5.98 -0.45
N -1.72 0.80 -1.85
C -2.19 0.11 -1.05
N -2.75 -0.68 -0.17
C -3.49 -0.08 0.94
C -4.48 -1.10 1.46
O -3.83 -2.30 1.84
C -3.15 -2.88 0.74
C -2.10 -1.95 0.17
H -4.01 0.81 0.58
H -2.79 0.21 1.73
H -5.23 -1.31 0.69
H -4.98 -0.72 2.35
H -3.88 -3.14 -0.04
H -2.69 -3.80 1.11
H -1.65 -2.38 -0.73
H -1.30 -1.77 0.91
C 2.49 -3.34 2.32
C 1.69 -2.12 1.97
C 0.96 -1.45 2.94
C 0.27 -0.29 2.59
C -0.47 0.50 3.65
C 0.27 0.15 1.28
C 0.98 -0.52 0.24
C 1.71 -1.66 0.66
N 0.88 -0.05 -1.03
C 1.56 -0.68 -2.17
C 3.09 -0.58 -2.09
C 1.13 0.08 -3.44
C 1.11 -2.13 -2.40
H 2.43 -3.56 3.39
H 3.54 -3.21 2.06
H 2.13 -4.22 1.78
H 0.96 -1.80 3.97
H -0.20 0.16 4.65
H -1.56 0.39 3.55
H -0.24 1.56 3.57
H -0.24 1.08 1.05
H 2.34 -2.19 -0.04
H 3.40 0.46 -2.10
H 3.54 -1.10 -2.94
H 3.48 -1.01 -1.17
H 1.38 1.14 -3.38
H 0.06 -0.01 -3.62
H 1.67 -0.34 -4.30
H 1.52 -2.85 -1.69
H 1.42 -2.45 -3.40
H 0.02 -2.19 -2.36
```

## Properties
E = -43550.28429 eV
energy above the lowest of the compared OMol25 structures with the same formula, charge and spin = 3.1 kcal per mole
gap between HOMO and LUMO = 6.6771 eV
F_max = 0.4 eV/A
LUMO energy = 0.08735 Eh
charge = -1